*i*
DFT (ωB97M-V with the def2-TZVPD basis set) results for an isolated ion of composition C11H11BF3N2O and charge +1.

```
29
Properties=species:S:1:pos:R:3
C -0.8527 1.5044 -3.8985
B 0.2124 1.7931 -2.7611
O 1.1681 2.8052 -2.8570
C 0.2020 0.9202 -1.4038
C -0.2619 -0.4458 -1.3704
C -0.3072 -1.1973 -0.2312
C -0.8116 -2.6343 -0.3659
F -2.0083 -2.8194 0.2364
F 0.0753 -3.5508 0.0448
F -1.0276 -2.9122 -1.6749
C 0.1259 -0.5659 0.9941
C 0.0907 -1.2201 2.2570
N -0.3951 -2.5254 2.4792
N 0.5309 -0.5537 3.3347
C 1.0211 0.7219 3.3076
C 1.0765 1.4265 2.1559
C 0.6096 0.7684 0.9541
C 0.6551 1.5306 -0.2511
H -1.7749 2.0847 -3.7090
H -1.1143 0.4362 -3.9279
H -0.4160 1.8418 -4.8517
H 0.7848 3.6089 -2.4714
H -0.5962 -0.8384 -2.3322
H 0.0448 -2.8538 3.3388
H -1.4013 -2.4768 2.6470
H 0.5125 -1.0229 4.2354
H 1.3653 1.1739 4.2388
H 1.4644 2.4450 2.1372
H 1.0276 2.5560 -0.2548
```

HOMO level   -13.2 eV
Charge   +1
SMILES string   CB(O)c1cc(C(F)(F)F)c2c(N)[nH+]ccc2c1
Orbital gap   8.35 eV

=====

*ii*
DFT (ωB97M-V with the def2-TZVPD basis set) results for an isolated ion of composition C11H11BF3N2O and charge +1.

```
29
Properties=species:S:1:pos:R:3
C -3.5884 -2.2868 0.2332
B -3.1783 -0.7858 0.2163
O -4.1107 0.2227 0.3305
C -1.6478 -0.3312 0.0682
C -0.6768 -1.1416 -0.5686
C 0.6288 -0.7870 -0.6953
C 1.5130 -1.7679 -1.4494
F 2.4714 -2.2822 -0.6402
F 2.1018 -1.2098 -2.5157
F 0.7965 -2.8013 -1.8960
C 1.0694 0.4547 -0.1258
C 2.4090 0.9300 -0.1155
N 3.4660 0.2368 -0.6632
N 2.6637 2.1228 0.4221
C 1.7307 2.9537 0.9712
C 0.4620 2.5457 1.0262
C 0.0949 1.2863 0.4938
C -1.2456 0.8729 0.5661
H -3.5422 -2.6593 1.2590
H -2.9386 -2.9213 -0.3635
H -4.6150 -2.3950 -0.1044
H -4.3462 0.4535 1.2335
H -1.0075 -2.0806 -0.9785
H 4.2507 0.8369 -0.8853
H 3.7893 -0.5271 -0.0802
H 3.6220 2.4420 0.4175
H 2.0758 3.8986 1.3510
H -0.2863 3.1803 1.4703
H -1.9617 1.5402 1.0227
```

HOMO level   -13.1 eV
Charge   +1
SMILES string   CB(O)c1cc(C(F)(F)F)c2c(N)[nH+]ccc2c1
Orbital gap   8.39 eV

=====

Stability check: which of them is least stable? *i*.

=====

*i*
DFT (ωB97M-V with the def2-TZVPD basis set) results for an isolated ion of composition C3H9NOS and charge +1.

```
15
Properties=species:S:1:pos:R:3
C -0.0434 -0.9658 0.0036
C 0.5512 -0.0670 1.1579
S 1.7267 -1.0864 2.0133
N -0.0974 -0.3681 -1.2734
C -0.4259 1.0128 -1.4494
O -1.5796 1.4535 -0.7650
H 0.5074 -1.9105 -0.0335
H -1.0682 -1.2830 0.3571
H -0.1870 0.4660 1.7256
H 1.1728 0.6738 0.6424
H 0.9724 -1.1918 3.1651
H 0.0261 -1.0537 -2.0120
H 0.4505 1.6169 -1.2076
H -0.6648 1.2364 -2.4973
H -1.3409 1.4670 0.1733
```

HOMO level (alpha / beta)   -14.0 / -13.7 eV
Charge   +1
2S+1   2
Orbital gap (alpha / beta)   10.67 / 5.54 eV

=====

*ii*
DFT (ωB97M-V with the def2-TZVPD basis set) results for C3H9NOS as an isolated structure.

```
15
Properties=species:S:1:pos:R:3
O 1.2295 -1.5336 0.5116
C 0.2032 -1.1382 0.9502
C -1.0532 -1.2448 0.1941
N -0.6854 -0.9938 -1.1698
H 0.0779 -0.7477 1.9780
H -1.4506 -2.2536 0.3800
H -1.8107 -0.5725 0.5985
H -1.2910 -1.4415 -1.8430
H -0.4361 0.3426 -0.6377
H 0.2873 -1.2596 -1.2794
C 1.1201 2.2024 0.0122
S -0.4923 1.6248 0.5731
H 1.8299 1.4013 -0.1862
H 0.9565 2.7931 -0.8920
H 1.5150 2.8211 0.8104
```

HOMO level (alpha / beta)   -14.9 / -14.9 eV
Charge   +1
2S+1   2
Orbital gap (alpha / beta)   11.18 / 7.12 eV

=====

Stability check: which of them is least stable? *ii*.

=====

*i*
DFT (ωB97M-V with the def2-TZVPD basis set) results for a 2-piece molecular cluster, CH4BrOP overall.

```
8
Properties=species:S:1:pos:R:3
C -0.4069 0.0803 1.5324
O -1.3159 -0.7777 1.0579
P 1.3682 1.1374 -0.8925
Br -1.0176 1.7438 2.2153
H 0.3808 -0.3767 2.1112
H -2.0597 -0.3150 0.6470
H 1.7215 -0.1879 -1.1498
H 0.2734 1.0264 -1.7549
```

HOMO level (alpha / beta)   -8.0 / -8.5 eV
Charge   0
Orbital gap (alpha / beta)   7.13 / 8.70 eV

=====

*ii*
DFT (ωB97M-V with the def2-TZVPD basis set) results for CH4BrOP as an isolated structure.

```
8
Properties=species:S:1:pos:R:3
C -0.8974 -0.4401 0.8852
O -0.5795 -1.5166 0.1118
P 0.3907 1.4012 0.2198
Br -2.6225 0.2331 -0.0291
H -1.0340 -0.5411 1.9960
H -0.4502 -1.1416 -0.7283
H 1.5828 1.0005 0.8098
H 0.4219 0.6166 -0.8979
```

HOMO level   -9.4 eV
Charge   0
Orbital gap   9.28 eV

=====

Stability check: which of them is least stable? *i*.

=====

*i*
DFT (ωB97M-V with the def2-TZVPD basis set) results for a 2-piece molecular cluster, CH5INP overall.

```
9
Properties=species:S:1:pos:R:3
C -1.8968 0.0066 0.1409
N -0.8844 0.8183 -0.5072
P 0.6616 0.6544 -0.3288
I 4.0250 -0.6644 0.4097
H -1.5501 -0.9647 0.3234
H -2.4912 0.5306 0.9197
H -2.6194 0.0206 -0.6256
H 3.9268 -2.1871 0.7021
H 0.8286 1.7856 -1.0342
```

HOMO level   -8.6 eV
Charge   0
SMILES string   [H]/P=N/C.I
Orbital gap   8.51 eV

=====

*ii*
DFT (ωB97M-V with the def2-TZVPD basis set) results for one molecule with the formula CH5INP.

```
9
Properties=species:S:1:pos:R:3
C -0.5789 -1.1087 -0.2121
N -0.1593 0.2065 0.0657
P 1.2980 0.8775 -0.2574
I 1.5600 1.4697 2.0884
H -0.5697 -1.7270 0.7166
H -1.5391 -1.0234 -0.6795
H 0.2194 -1.6363 -0.8139
H -1.0312 0.8372 -0.1048
H 0.8007 2.1047 -0.8030
```

HOMO level   -8.7 eV
Charge   0
SMILES string   CNPI
Orbital gap   8.88 eV

=====

Stability check: which of them is least stable? *i*.